Record 1
The following is a DFT calculation (ωB97M-V/def2-TZVPD) of a 4-piece molecular cluster, C2H14NO3 overall at a distorted geometry.

Results
Energy relative to the best compared isomer or geometry (same formula, charge and spin)   1.814 eV
Highest occupied orbital energy   -14.838 eV
Charge   +1
DFT total energy   -9926.6315 eV

Element x y z (Å)
C (2.383, -1.161, 0.432)
C (1.610, -0.238, 1.473)
N (0.452, 0.445, 0.676)
H (3.023, -1.903, 1.075)
H (3.133, -0.509, -0.131)
H (1.838, -1.716, -0.326)
H (2.333, 0.497, 1.726)
H (1.320, -0.805, 2.338)
H (1.026, 1.101, 0.163)
H (-0.281, 0.032, 0.058)
H (-0.015, 0.970, 1.419)
H (-0.506, 2.948, -1.605)
H (0.493, 1.686, -1.795)
O (0.034, 2.218, -1.068)
H (-2.966, -0.445, -2.865)
H (-3.534, -1.591, -1.919)
O (-2.716, -1.157, -2.176)
H (-2.550, -0.327, 1.562)
H (-2.898, -0.096, 0.181)
O (-2.179, 0.051, 0.782)

---

Record 2
The following is a DFT calculation (ωB97M-V/def2-TZVPD) of a 5-piece molecular cluster, C2H14O4S overall at a distorted geometry.

Results
Energy relative to the best compared isomer or geometry (same formula, charge and spin)   1.870 eV
Highest occupied orbital energy   -8.760 eV
Structure (SMILES)   CSC.O.O.O.O
DFT total energy   -21325.1437 eV

Element x y z (Å)
C (3.384, 1.849, -0.893)
S (1.769, 2.734, -1.144)
C (0.757, 1.805, -2.407)
H (4.077, 2.394, -1.501)
H (3.438, 0.791, -1.188)
H (3.594, 1.961, 0.173)
H (0.384, 2.423, -3.152)
H (1.490, 1.234, -2.959)
H (-0.100, 1.375, -1.795)
O (-2.657, -0.446, 2.693)
H (-1.776, 0.123, 2.709)
H (-3.109, -0.347, 3.569)
O (-2.801, -2.972, 0.950)
H (-3.533, -3.602, 0.998)
H (-2.880, -2.390, 1.731)
O (-0.409, 1.261, 2.168)
H (0.595, 1.372, 2.483)
H (-0.259, 0.786, 1.190)
O (-0.829, -3.662, -1.452)
H (-0.009, -3.198, -1.637)
H (-1.126, -3.491, -0.534)

---

Record 3
The following is a DFT calculation (ωB97M-V/def2-TZVPD) of a 5-piece molecular cluster, C2H14O4S2 overall at a distorted geometry.

Results
Energy relative to the best compared isomer or geometry (same formula, charge and spin)   1.983 eV
Highest occupied orbital energy   -8.484 eV
Structure (SMILES)   CSSC.O.O.O.O
DFT total energy   -32160.0790 eV

Element x y z (Å)
C (-1.145, -0.825, -0.835)
S (-0.703, -2.529, -0.781)
S (1.233, -2.623, -0.179)
C (2.103, -3.264, -1.721)
H (-0.806, -0.256, -1.751)
H (-2.216, -0.529, -0.746)
H (-0.622, -0.281, 0.021)
H (1.756, -4.216, -1.851)
H (1.566, -2.555, -2.500)
H (3.213, -3.054, -1.745)
O (-1.498, 1.338, 3.461)
H (-0.997, 0.551, 3.559)
H (-1.141, 1.614, 2.575)
O (1.273, 3.005, 2.592)
H (0.833, 2.387, 2.087)
H (0.663, 3.332, 3.289)
O (2.378, 0.540, -2.778)
H (3.110, 0.213, -2.362)
H (2.259, 1.286, -2.277)
O (-3.429, 1.740, 0.433)
H (-4.102, 1.441, 1.199)
H (-3.728, 2.685, 0.310)

---

Record 4
The following is a DFT calculation (ωB97M-V/def2-TZVPD) of a 5-piece molecular cluster, C2H14O4S2 overall at a distorted geometry.

Results
Energy relative to the best compared isomer or geometry (same formula, charge and spin)   2.209 eV
Highest occupied orbital energy   -7.993 eV
Structure (SMILES)   CSSC.O.O.O.O
DFT total energy   -32159.8537 eV

Element x y z (Å)
C (-0.720, 1.175, 1.846)
S (0.108, -0.116, 0.895)
S (0.631, -0.652, -1.100)
C (0.333, 0.356, -2.606)
H (-0.105, 2.007, 2.183)
H (-1.606, 1.534, 1.306)
H (-0.849, 0.724, 2.836)
H (1.306, 0.751, -2.943)
H (-0.174, -0.340, -3.274)
H (-0.344, 1.168, -2.356)
O (-0.341, 3.215, -1.554)
H (-0.865, 4.019, -1.530)
H (0.312, 3.260, -0.838)
O (-2.116, -2.604, -0.410)
H (-2.820, -2.678, 0.252)
H (-1.434, -2.303, 0.219)
O (-0.296, -3.154, 2.945)
H (-1.019, -3.739, 3.215)
H (-0.151, -3.607, 2.100)
O (2.047, 2.306, -0.141)
H (1.694, 1.843, 0.629)
H (2.236, 1.593, -0.762)

---

Record 5
The following is a DFT calculation (ωB97M-V/def2-TZVPD) of a 6-piece molecular cluster, C2H14O5 overall at a distorted geometry.

Results
Energy relative to the best compared isomer or geometry (same formula, charge and spin)   2.136 eV
Highest occupied orbital energy   -9.112 eV
Structure (SMILES)   C=C.O.O.O.O.O
DFT total energy   -12537.0214 eV

Element x y z (Å)
C (1.896, 6.848, -0.639)
C (3.043, 6.181, -0.891)
H (1.608, 7.235, 0.330)
H (1.226, 6.874, -1.521)
H (3.927, 6.447, -0.317)
H (2.989, 5.193, -1.360)
O (-2.172, -0.244, 0.440)
H (-2.635, -0.511, -0.363)
H (-1.254, -0.316, 0.103)
O (0.512, -0.572, -0.768)
H (0.546, -0.536, -1.725)
H (0.594, -1.459, -0.399)
O (0.816, -3.429, -0.126)
H (1.641, -3.733, -0.514)
H (0.485, -4.129, 0.458)
O (-0.470, -5.375, 1.548)
H (-0.627, -5.319, 2.495)
H (-1.240, -5.059, 1.062)
O (-3.498, -3.065, 0.837)
H (-3.232, -2.198, 1.176)
H (-4.157, -2.833, 0.172)

---

Record 6
The following is a DFT calculation (ωB97M-V/def2-TZVPD) of a 5-piece molecular cluster, C2H15N2O4 overall.

Results
Energy relative to the best compared isomer or geometry (same formula, charge and spin)   0.368 eV
Highest occupied orbital energy   -12.507 eV
Charge   +1
DFT total energy   -13482.1182 eV

Element x y z (Å)
C (-0.417, -1.523, 0.342)
C (0.044, -0.298, 0.612)
N (-0.624, 0.631, 1.389)
N (0.327, -2.390, -0.587)
H (-1.338, -1.886, 0.744)
H (0.981, 0.093, 0.182)
H (-0.018, 1.254, 1.907)
H (-1.376, 0.269, 1.986)
H (1.066, -1.834, -1.154)
H (-0.274, -2.864, -1.273)
H (0.808, -3.126, -0.086)
H (-3.615, -0.260, 3.340)
H (-2.494, -0.113, 4.343)
O (-2.644, -0.206, 3.393)
H (2.476, 2.425, -1.715)
H (0.981, 2.054, -1.481)
O (1.895, 1.697, -1.461)
H (-1.249, 3.132, -1.525)
H (-0.994, 2.119, -0.375)
O (-0.740, 2.337, -1.293)
H (2.464, -1.159, -2.860)
H (2.092, 0.036, -1.942)
O (2.044, -0.949, -2.025)

---

Record 7
The following is a DFT calculation (ωB97M-V/def2-TZVPD) of a 5-piece molecular cluster, C2H15N2O4 overall at a distorted geometry.

Results
Energy relative to the best compared isomer or geometry (same formula, charge and spin)   1.483 eV
Highest occupied orbital energy   -12.056 eV
Charge   +1
DFT total energy   -13481.0029 eV

Element x y z (Å)
C (-0.816, 2.209, -0.091)
C (0.485, 2.054, 0.195)
N (1.495, 1.226, -0.498)
N (-1.610, 2.845, 0.837)
H (-1.379, 1.780, -0.899)
H (0.898, 2.507, 1.088)
H (1.455, 0.265, -0.156)
H (1.229, 1.084, -1.477)
H (2.425, 1.635, -0.483)
H (-1.147, 3.253, 1.629)
H (-2.604, 2.743, 0.791)
H (-2.482, -2.802, -1.012)
H (-2.420, -1.594, -0.214)
O (-2.027, -1.946, -1.022)
H (-0.108, -3.114, 1.040)
H (-0.751, -3.510, 2.380)
O (-0.207, -2.861, 1.949)
H (2.707, -1.570, 1.214)
H (3.810, -1.776, 0.164)
O (2.997, -1.253, 0.333)
H (-0.578, -0.290, -2.708)
H (-0.955, -0.780, -1.290)
O (-0.416, -0.106, -1.770)

---

Record 8
The following is a DFT calculation (ωB97M-V/def2-TZVPD) of C2H15NO4 as an isolated structure at a distorted geometry.

Results
Energy relative to the best compared isomer or geometry (same formula, charge and spin)   1.859 eV
Highest occupied orbital energy   -10.375 eV
DFT total energy   -11996.2932 eV

Element x y z (Å)
H (-0.709, -0.529, 0.722)
O (-0.661, -0.903, 1.977)
N (-0.886, 0.101, -0.442)
H (-1.512, -0.760, 2.404)
H (-1.834, 0.024, -0.884)
C (0.016, -0.195, -1.583)
H (-0.117, -1.361, -1.751)
H (1.063, -0.048, -1.275)
H (-0.793, 1.112, -0.166)
C (-0.206, 0.419, -2.966)
H (0.705, 0.721, -3.568)
H (-0.698, -0.265, -3.689)
H (-0.682, 1.409, -3.033)
O (1.080, 0.708, 2.954)
H (0.307, -0.012, 2.568)
H (1.890, 0.428, 2.531)
O (-0.145, -2.981, 0.394)
H (0.277, -3.545, 1.002)
H (-0.128, -2.114, 0.889)
O (0.948, 2.499, 0.978)
H (1.015, 3.428, 1.042)
H (1.070, 1.864, 1.897)

---

Record 9
The following is a DFT calculation (ωB97M-V/def2-TZVPD) of a 5-piece molecular cluster, C2H15NO4 overall at a distorted geometry.

Results
Energy relative to the best compared isomer or geometry (same formula, charge and spin)   2.047 eV
Highest occupied orbital energy   -8.218 eV
Structure (SMILES)   CCN.O.O.O.O
DFT total energy   -11996.1048 eV

Element x y z (Å)
C (-0.949, 1.936, -2.532)
C (-0.778, 1.864, -1.025)
N (-0.967, 0.439, -0.629)
H (-0.106, 1.593, -3.143)
H (-1.126, 2.979, -2.814)
H (-1.736, 1.293, -2.950)
H (-1.369, 2.473, -0.372)
H (0.260, 1.999, -0.668)
H (-1.587, 0.099, 0.083)
H (-0.218, -0.218, -0.718)
O (2.744, 2.168, -2.212)
H (2.886, 2.137, -1.254)
H (3.670, 2.355, -2.422)
O (0.994, -3.210, 3.306)
H (1.476, -3.025, 4.110)
H (1.224, -4.144, 3.168)
O (-1.393, -2.262, -1.915)
H (-1.577, -2.754, -1.105)
H (-0.583, -1.877, -1.583)
O (-0.247, -0.115, 4.159)
H (-0.022, -0.416, 5.054)
H (-0.507, -0.968, 3.779)

---

Record 10
The following is a DFT calculation (ωB97M-V/def2-TZVPD) of a 5-piece molecular cluster, C2H15NO4S overall at a distorted geometry.

Results
Energy relative to the best compared isomer or geometry (same formula, charge and spin)   0.932 eV
Highest occupied orbital energy   -9.255 eV
Structure (SMILES)   NCCS.O.O.O.O
DFT total energy   -22832.0565 eV

Element x y z (Å)
N (0.717, -2.930, 0.491)
C (-0.752, -2.947, 0.559)
C (-1.368, -1.627, 0.018)
S (-2.155, -1.997, -1.656)
H (1.197, -3.782, 0.779)
H (1.039, -2.770, -0.465)
H (-0.951, -3.070, 1.653)
H (-1.124, -3.867, 0.085)
H (-2.233, -1.426, 0.659)
H (-0.740, -0.750, -0.124)
H (-2.863, -0.897, -1.736)
O (0.180, 2.813, -0.212)
H (-0.725, 3.092, -0.345)
H (0.256, 2.967, 0.736)
O (-0.401, 5.370, -0.026)
H (0.449, 5.496, -0.445)
H (-1.109, 5.494, -0.727)
O (1.505, 0.569, -0.872)
H (1.111, 1.453, -0.915)
H (0.782, -0.054, -0.853)
O (2.590, -0.317, 1.489)
H (2.346, 0.323, 0.798)
H (2.249, -1.141, 1.108)